Below is C13H13F3N2O3S as an isolated structure in a non-equilibrium geometry, with properties calculated with the ωB97M-V functional and the def2-TZVPD basis.

Structure (XYZ):
```
35
Properties=species:S:1:pos:R:3:nbo_charge:R:1
C 0.8336 -1.7632 -1.5056 -0.63
C -0.1817 -0.7065 -1.9176 -0.01
C -1.4812 -1.0131 -2.1539 -0.21
C -2.4583 0.0166 -2.5083 0.03
C -3.9030 -0.4901 -2.7013 -0.53
C -4.2270 -1.3619 -1.4469 0.43
O -4.1581 -0.8316 -0.3628 -0.50
C -2.1464 1.3234 -2.6303 -0.22
C -0.7723 1.6931 -2.4103 0.09
N -0.3379 2.9396 -2.5278 -0.58
S 1.2626 2.8134 -2.1683 0.88
N 1.3931 1.2317 -1.8566 -0.62
C 0.1957 0.6704 -2.0433 0.16
H 1.2825 -2.2278 -2.3951 0.23
H 1.5925 -1.2744 -0.8896 0.23
H 0.3655 -2.5150 -0.8536 0.22
H -1.7750 -2.0601 -2.0463 0.21
H -3.9947 -1.0778 -3.6268 0.22
H -4.5633 0.3905 -2.7062 0.24
H -4.4729 -2.4412 -1.5738 0.12
H -2.9385 2.0298 -2.8790 0.23
C 1.4446 1.2794 4.7913 -0.64
C 2.2749 1.6588 3.5832 -0.08
O 2.8792 0.4965 2.9876 -0.48
C 2.1011 -0.2111 2.1756 0.69
O 0.9638 0.0404 1.9092 -0.53
C 2.8898 -1.3816 1.5797 0.90
F 3.6205 -2.0246 2.5009 -0.31
F 3.7415 -0.9628 0.6321 -0.31
F 2.0835 -2.2840 1.0164 -0.31
H 2.0455 0.7139 5.5051 0.22
H 1.0568 2.1711 5.2835 0.22
H 0.6030 0.6475 4.5069 0.22
H 3.0953 2.3071 3.8863 0.20
H 1.6854 2.2035 2.8456 0.20
```

Output
LUMO energy in eV: -0.3
Orbital gap in eV: 8.54

---

Below is C41H51N2O2PRuS as an isolated structure, with properties calculated with the ωB97M-V functional and the def2-TZVPD basis.

Structure (XYZ):
```
99
Properties=species:S:1:pos:R:3:lowdin_spin:R:1
Ru -1.1745 0.3358 -0.6629 0.54
C -0.6073 2.2444 -3.2734 0.00
O -0.3272 1.0309 -2.5548 0.00
C 0.2761 -0.0041 -3.2311 0.00
C 0.9363 0.1569 -4.4381 0.00
C 1.5138 -0.9501 -5.0423 0.00
C 1.4310 -2.2022 -4.4473 0.00
C 0.7701 -2.3539 -3.2415 0.00
C 0.1941 -1.2522 -2.6271 0.00
N -0.5116 -1.3258 -1.3781 -0.01
N -0.4997 -2.4622 -0.8071 0.00
C -1.0724 -2.7367 0.3741 0.06
C -1.7862 -1.8031 1.1869 0.02
O -2.0624 -0.6038 0.8204 0.12
C -2.2778 -2.2251 2.4657 0.00
C -2.0630 -3.4813 2.9053 0.00
C -1.3459 -4.4538 2.1302 0.01
C -1.1288 -5.7486 2.6291 0.00
C -0.4384 -6.6748 1.8881 0.01
C 0.0489 -6.3200 0.6241 0.00
C -0.1545 -5.0565 0.1196 0.01
C -0.8558 -4.0966 0.8643 0.00
H 0.3231 2.7775 -3.4709 0.00
H -1.2594 2.8312 -2.6364 0.00
H -1.1255 2.0086 -4.2012 0.00
H 1.0019 1.1269 -4.9081 0.00
H 2.0273 -0.8282 -5.9859 0.00
H 1.8774 -3.0630 -4.9246 0.00
H 0.6891 -3.3195 -2.7658 0.00
H -2.8277 -1.4967 3.0460 0.00
H -2.4408 -3.7802 3.8762 0.00
H -1.5180 -6.0045 3.6068 0.00
H -0.2737 -7.6712 2.2742 0.00
H 0.5907 -7.0482 0.0353 0.00
H 0.2255 -4.7945 -0.8568 0.00
S -3.2804 1.0261 -1.5534 0.11
C -4.0745 -0.3719 -2.3083 0.02
C -4.8944 -0.1225 -3.4079 0.01
C -5.5733 -1.1620 -4.0247 0.00
C -5.4309 -2.4639 -3.5656 0.01
C -4.6102 -2.7155 -2.4761 0.00
C -3.9402 -1.6777 -1.8450 0.01
H -4.9986 0.8904 -3.7755 0.00
H -6.2097 -0.9522 -4.8745 0.00
H -5.9576 -3.2744 -4.0508 0.00
H -4.4963 -3.7258 -2.1039 0.00
H -3.3244 -1.8855 -0.9808 0.00
C 4.1527 3.4577 -0.9455 0.00
C 2.7958 3.9654 -1.4236 0.00
C 1.6461 3.4049 -0.5597 0.00
C 2.0427 2.0767 0.1127 0.00
C 2.8608 1.2679 -0.9050 0.00
C 4.2362 1.9292 -1.0887 0.00
P 0.5973 1.1677 0.7477 0.05
C 1.1719 -0.0172 2.0309 0.02
C 1.8986 -1.2511 1.4734 0.00
C 2.2981 -2.1480 2.6410 0.00
C 3.4022 -1.4656 3.4739 0.00
C 3.4094 0.0548 3.2719 0.00
C 1.9930 0.6192 3.1908 0.01
C -0.5203 2.3132 1.6472 0.00
C 0.0737 3.3220 2.6537 0.00
C -0.8400 4.5488 2.8081 0.00
C -2.3162 4.1583 2.7519 0.00
C -2.6919 3.5331 1.3897 0.00
C -1.4438 3.0443 0.6590 0.00
H 4.3037 3.7524 0.0965 0.00
H 4.9529 3.9301 -1.5150 0.00
H 2.6580 3.6672 -2.4669 0.00
H 2.7659 5.0549 -1.4071 0.00
H 0.7706 3.2346 -1.1933 0.00
H 1.3542 4.1358 0.1963 0.00
H 2.6682 2.2843 0.9888 0.00
H 2.3101 1.2614 -1.8513 0.00
H 2.9808 0.2257 -0.6187 0.00
H 4.6295 1.6688 -2.0729 0.00
H 4.9361 1.5257 -0.3538 0.00
H 0.2185 -0.3730 2.4391 0.00
H 2.8022 -0.9662 0.9338 0.00
H 1.2694 -1.7782 0.7632 0.00
H 2.6368 -3.1190 2.2781 0.00
H 1.4122 -2.3383 3.2556 0.00
H 4.3780 -1.8670 3.1959 0.00
H 3.2630 -1.6930 4.5322 0.00
H 3.9570 0.3126 2.3603 0.00
H 3.9420 0.5372 4.0925 0.00
H 2.0404 1.7032 3.1035 0.00
H 1.4784 0.4150 4.1333 0.00
H -1.1615 1.6082 2.1923 0.00
H 1.0705 3.6480 2.3473 0.00
H 0.1853 2.8354 3.6228 0.00
H -0.6245 5.2839 2.0278 0.00
H -0.6173 5.0379 3.7570 0.00
H -2.9362 5.0342 2.9395 0.00
H -2.5263 3.4533 3.5605 0.00
H -3.2205 4.2547 0.7658 0.00
H -3.3684 2.6878 1.5322 0.00
H -0.9094 3.8752 0.1976 0.00
H -1.7503 2.4054 -0.1889 0.00
```

Output
LUMO energy (spin up / spin down) in eV: -3.6 / -4.3
Net charge: +1
2S+1: 2
Orbital gap (spin up / spin down) in eV: 6.37 / 5.55
Expectation value of S²: 0.774

---

Below is one molecule with the formula C12H14N4O2S in a non-equilibrium geometry, with properties calculated with the ωB97M-V functional and the def2-TZVPD basis.

Structure (XYZ):
```
33
Properties=species:S:1:pos:R:3:nbo_charge:R:1
C 0.8951 1.5541 3.5151 -0.65
C 0.5853 0.2522 2.8481 0.30
C -0.3078 0.1692 1.7903 -0.37
C -0.5169 -1.1018 1.2572 0.41
N -1.3718 -1.3115 0.2049 -0.85
S -1.8949 -0.1300 -0.8698 2.31
O -2.5761 0.9039 -0.1515 -0.93
O -2.6202 -0.8520 -1.8719 -0.93
C -0.4047 0.5486 -1.5781 -0.31
C -0.5499 1.7206 -2.2998 -0.18
C 0.5411 2.2899 -2.9196 -0.26
C 1.8033 1.6939 -2.8134 0.19
N 2.9013 2.2895 -3.3668 -0.79
C 1.9303 0.5100 -2.0770 -0.26
C 0.8296 -0.0639 -1.4717 -0.19
N 0.1097 -2.1755 1.7310 -0.52
C 0.9409 -1.9923 2.7481 0.45
C 1.6333 -3.2003 3.2876 -0.65
N 1.2075 -0.8274 3.3161 -0.51
H 1.2270 2.2887 2.7833 0.23
H 1.6714 1.4054 4.2612 0.24
H 0.0025 1.9444 4.0007 0.23
H -0.8340 1.0233 1.4019 0.25
H -1.4418 -2.2628 -0.1192 0.44
H -1.5287 2.1709 -2.3630 0.24
H 0.4326 3.2014 -3.4897 0.21
H 3.7406 1.7405 -3.4579 0.39
H 2.7536 2.9939 -4.0679 0.39
H 2.9017 0.0456 -1.9871 0.21
H 0.9400 -0.9839 -0.9206 0.23
H 2.6817 -2.9772 3.4683 0.23
H 1.1802 -3.4794 4.2358 0.23
H 1.5319 -4.0253 2.5895 0.23
```

Output
LUMO energy in eV: 0.6
Orbital gap in eV: 9.30

---

Below is C26H38INSSi4Ti as an isolated structure, with properties calculated with the ωB97M-V functional and the def2-TZVPD basis.

Structure (XYZ):
```
72
Properties=species:S:1:pos:R:3:lowdin_charge:R:1
Ti -0.0803 -0.3765 -0.7794 0.44
I -1.9782 -0.1881 1.3932 1.30
C -3.5142 -0.6495 0.0548 -0.56
C -4.7948 -0.8010 0.5085 -0.11
C -5.8085 -1.1034 -0.4222 -0.03
C -5.5122 -1.2386 -1.7507 0.01
C -4.1875 -1.0805 -2.2183 -0.15
C -3.8559 -1.2115 -3.5953 0.02
C -2.5766 -1.0470 -4.0374 -0.03
C -1.5474 -0.7608 -3.1039 -0.11
C -1.8128 -0.6444 -1.7607 -0.29
C -3.1541 -0.7824 -1.3017 -0.26
H -5.0379 -0.6904 1.5572 0.12
H -6.8231 -1.2255 -0.0704 0.12
H -6.2931 -1.4688 -2.4636 0.13
H -4.6471 -1.4420 -4.2974 0.13
H -2.3415 -1.1366 -5.0890 0.12
H -0.5335 -0.6551 -3.4908 0.08
S -0.4138 4.2031 -1.2705 1.19
C -0.4694 2.5638 -1.6803 -0.41
N 0.2064 1.7449 -0.9071 -0.09
C 0.8200 2.4488 0.1284 -0.32
C 1.5965 1.8835 1.1402 -0.03
C 2.1146 2.7211 2.1027 -0.04
C 1.8795 4.1044 2.0604 -0.04
C 1.1204 4.6737 1.0618 -0.04
C 0.5841 3.8234 0.0936 -0.43
H -1.0339 2.2086 -2.5318 0.10
H 1.8206 0.8219 1.1656 0.07
H 2.7265 2.3152 2.8967 0.12
H 2.3089 4.7367 2.8246 0.12
H 0.9490 5.7405 1.0334 0.13
C -0.3604 -5.7592 0.7002 -0.19
Si -1.3917 -4.2434 0.3347 0.39
C -2.8021 -4.0215 1.5508 -0.20
C -1.9547 -4.2558 -1.4473 -0.18
Si 0.0393 -2.3437 0.7626 0.51
Si 1.3680 -2.3309 2.7901 0.38
C 2.9727 -1.3883 2.5233 -0.19
C 0.2823 -1.4786 4.0662 -0.24
C 1.7513 -4.0956 3.2716 -0.21
Si 1.9185 -1.7529 -1.7406 0.48
C 1.6604 -2.1379 -3.5582 -0.21
C 3.2136 -0.4029 -1.4807 -0.20
C 2.4148 -3.3387 -0.8406 -0.24
H -0.9847 -6.6420 0.5379 0.05
H -0.0011 -5.7948 1.7263 0.02
H 0.4962 -5.8457 0.0310 0.03
H -3.5024 -4.8496 1.4127 0.05
H -3.3537 -3.0973 1.3812 -0.01
H -2.4651 -4.0443 2.5876 0.04
H -2.8419 -4.8883 -1.5322 0.05
H -1.1862 -4.6824 -2.0940 0.04
H -2.2140 -3.2686 -1.8283 0.00
H 3.0239 -0.8323 1.5890 -0.02
H 3.8145 -2.0825 2.5178 0.05
H 3.1338 -0.6839 3.3413 0.04
H 0.2158 -0.4005 3.8941 0.02
H 0.7384 -1.6174 5.0500 0.05
H -0.7285 -1.8835 4.1155 0.02
H 2.2733 -4.6408 2.4842 0.04
H 0.8590 -4.6558 3.5503 0.03
H 2.4084 -4.0742 4.1456 0.05
H 1.6197 -1.2463 -4.1855 0.04
H 0.7698 -2.7392 -3.7402 0.03
H 2.5246 -2.7232 -3.8870 0.05
H 2.9175 0.5863 -1.8365 0.03
H 4.0968 -0.6960 -2.0580 0.05
H 3.5278 -0.3114 -0.4411 0.01
H 1.6649 -4.1189 -0.9995 0.02
H 2.5521 -3.1760 0.2336 -0.01
H 3.3604 -3.7546 -1.1992 0.06
```

Output
LUMO energy in eV: -6.4
Net charge: +2
Orbital gap in eV: 7.40

---

Below is a 2-piece molecular cluster, C4H8NO3 overall in a non-equilibrium geometry, with properties calculated with the ωB97M-V functional and the def2-TZVPD basis.

Structure (XYZ):
```
16
Properties=species:S:1:pos:R:3:nbo_charge:R:1
O 2.2863 -2.8992 -0.0665 -0.79
C 2.1503 -1.6517 0.0046 0.27
O 2.5747 -1.1118 -1.2305 -0.87
C -0.8352 1.5905 1.5034 0.15
C -0.3614 0.7732 0.2376 -0.59
C -1.4474 0.0356 -0.3363 -0.08
O -2.2954 0.8777 -1.1236 -0.75
N -1.8474 2.3696 1.6860 -0.67
H 2.4773 -1.6255 -2.0712 0.43
H -0.1822 1.8361 2.3536 0.17
H 0.4841 1.2599 -0.3634 0.27
H 0.3884 0.1302 0.7508 0.30
H -2.2200 -0.4932 0.3129 0.19
H -1.1560 -0.8521 -0.9664 0.19
H -1.7932 1.2990 -1.9012 0.46
H -2.6284 2.4389 0.9915 0.34
```

Output
LUMO energy in eV: 3.4
Net charge: -1
Orbital gap in eV: 6.16

---

Below is a 2-piece molecular cluster, C9H12FIN3 overall, with properties calculated with the ωB97M-V functional and the def2-TZVPD basis.

Structure (XYZ):
```
26
Properties=species:S:1:pos:R:3:nbo_charge:R:1
C -1.5526 2.1568 -1.5308 -0.19
C -0.6244 1.4744 -0.7681 -0.16
C -2.0539 3.3795 -1.1144 -0.21
C -0.6308 3.2809 0.8422 -0.23
C -0.1717 2.0135 0.4504 -0.16
C -1.5629 3.9326 0.0608 0.41
C 0.7967 1.3586 1.2810 0.16
C -1.9492 -1.2749 0.0800 -0.39
C -1.1126 -0.6764 0.9230 -0.07
N 0.2382 -0.9274 0.9716 -0.44
N 1.4747 -2.8465 -0.4112 -1.06
N 1.0491 0.0740 1.3635 -0.24
F -2.0028 5.1297 0.4498 -0.30
I -4.0071 -0.9200 0.1194 0.21
H -1.8923 1.7331 -2.4625 0.24
H -0.1951 0.5639 -1.1528 0.22
H -2.7925 3.9143 -1.6891 0.25
H -0.2879 3.7431 1.7540 0.24
H 1.4189 1.9927 1.8998 0.24
H -1.6263 -2.0007 -0.6477 0.22
H -1.4655 0.0521 1.6415 0.22
H 0.6904 -1.7450 0.4260 0.44
H 1.0702 -2.9553 -1.3365 0.39
H 1.4382 -3.7585 0.0406 0.40
H 1.8688 -0.2331 1.8875 0.43
H 2.4560 -2.6182 -0.5429 0.39
```

Output
LUMO energy (spin up / spin down) in eV: -4.5 / -4.5
Net charge: +1
Orbital gap (spin up / spin down) in eV: 7.08 / 7.08

---

Number 1: electronic energy -1536.19194 Eh. Number 2: electronic energy -2687.15575 Eh. Number 3: electronic energy -1233.39652 Eh. Number 4: electronic energy -3771.14080 Eh. Number 5: electronic energy -437.60873 Eh. Number 6: electronic energy -911.67761 Eh.